# C15H30CdF6O15P

A molecular structure, C15H30CdF6O15P in a non-equilibrium geometry (ωB97M-V/def2-TZVPD, OMol25).

Geometry as ORCA input:
```
! RIJCOSX wB97M-V def2-TZVPD def2/J DEFGRID3
* xyz 1 1
Cd 26.24545 8.38770 -4.53236
P 23.21196 9.96148 -5.39631
F 22.51917 9.92822 -3.97739
F 22.31986 8.56898 -5.78470
F 22.02500 10.82864 -6.08418
F 23.94335 10.02193 -6.84712
F 23.91224 11.33519 -4.99868
F 24.27442 8.87628 -4.84603
C 26.84703 10.20383 -8.60040
O 27.28858 11.20698 -7.61329
C 27.34752 10.92295 -6.30165
O 27.05440 9.84226 -5.75102
O 27.51997 12.08960 -5.56821
C 27.68774 13.41052 -6.15478
H 26.88149 10.57142 -9.62597
H 25.81140 9.87174 -8.52775
H 27.42934 9.28489 -8.53282
H 26.94264 13.68431 -6.90175
H 28.62455 13.58337 -6.68450
H 27.74099 14.13010 -5.33779
C 23.35043 5.52295 -3.92681
O 23.96344 5.45182 -2.58075
C 25.13234 6.12593 -2.39275
O 25.60283 7.04102 -3.06942
O 25.67588 5.75518 -1.20341
C 25.14071 4.90156 -0.13890
H 22.28874 5.74313 -3.81535
H 23.44087 4.59974 -4.49918
H 23.73276 6.27353 -4.61859
H 25.64793 5.25755 0.75781
H 25.30741 3.82589 -0.19586
H 24.07389 5.09001 -0.01869
C 31.58307 9.32082 -4.24236
O 30.11530 9.39597 -4.34870
C 29.28083 8.73672 -3.49856
O 28.11987 8.45038 -3.87164
O 29.83701 8.47949 -2.27254
C 29.33418 7.52861 -1.35875
H 31.84259 8.26220 -4.24863
H 32.03707 9.73701 -3.34304
H 31.95106 9.91822 -5.07651
H 29.63928 6.52404 -1.65176
H 28.26742 7.65960 -1.54031
H 29.61366 7.68571 -0.31696
C 27.57114 10.81963 0.12246
O 27.08019 10.08808 -1.05738
C 26.30949 10.61005 -1.99687
O 25.94408 9.90268 -2.93345
O 25.94225 11.90066 -1.76049
C 25.22342 12.61173 -2.83359
H 26.81598 11.52182 0.47571
H 28.39578 11.52764 0.04002
H 27.80601 10.16772 0.96387
H 25.41144 13.65448 -2.57778
H 24.13716 12.53080 -2.79378
H 25.60997 12.42978 -3.83636
C 27.85675 5.37827 -7.94471
O 26.80885 6.26769 -8.17967
C 26.18676 6.96672 -7.23215
O 26.57514 7.21318 -6.13609
O 25.03001 7.45693 -7.57745
C 24.58818 7.41174 -8.87645
H 27.57210 4.46358 -7.42469
H 28.56405 5.74314 -7.19993
H 28.42519 5.30236 -8.87165
H 24.05384 8.33441 -9.10288
H 23.88682 6.57846 -8.91946
H 25.35126 7.37441 -9.65389
*
```

The calculation puts the relative energy (zero: lowest compared OMol25 entry of this formula, charge and spin) at 4.910 eV. The gap between HOMO and LUMO comes out at 11.5 eV. The calculation puts the electronic energy at -76909.3337 eV.

Atom charges from the Mulliken analysis, given in e for atoms 1 to 4: 4.894 1.376 -0.375 -0.431


# C15H30ClNOS

2 unconnected molecules or ions with the total composition C15H30ClNOS in a non-equilibrium geometry (ωB97M-V/def2-TZVPD, OMol25).

Geometry as ORCA input:
```
! RIJCOSX wB97M-V def2-TZVPD def2/J DEFGRID3
* xyz 0 1
C 2.67748 -0.75153 0.50996
C 3.14802 -1.36583 -0.55972
C 3.72628 -2.74354 -0.53312
S 2.70735 -3.93732 -1.46556
C 1.49824 -4.53507 -0.28992
C 0.82534 -3.42263 0.48960
C 0.18265 -2.37195 -0.35895
Cl -0.47028 -4.15806 1.46284
H 2.78769 -1.19170 1.48904
H 2.16157 0.19414 0.44812
H 3.09050 -0.88905 -1.52650
H 3.71932 -3.13878 0.47735
H 4.72385 -2.82331 -0.94545
H 2.01817 -3.12350 -2.26768
H 0.81175 -5.18522 -0.81971
H 2.07897 -5.17292 0.37306
H 1.52113 -3.03865 1.22129
H 0.78974 -2.07155 -1.20242
H -0.02055 -1.44499 0.20194
H -0.79538 -2.70557 -0.68374
C -2.04836 1.62601 2.39215
C -1.85946 1.05275 0.97595
C -2.92188 1.65569 0.04748
C -2.69920 3.12607 -0.32128
C -1.21380 3.51449 -0.32335
C -0.25167 2.34051 -0.50373
N -0.47644 1.38432 0.55821
O 0.40346 0.30577 0.44230
C 1.16573 2.88756 -0.33584
C -0.36913 1.76447 -1.92914
C -2.14144 -0.45867 1.04954
H -1.31279 1.18058 3.06324
H -3.05023 1.41664 2.78692
H -1.89938 2.70631 2.39696
H -2.95482 1.06250 -0.87025
H -3.90631 1.53243 0.50834
H -3.13103 3.30685 -1.30871
H -3.24437 3.77896 0.36388
H -1.03270 4.25717 -1.10515
H -0.96020 4.00586 0.61987
H 1.30635 3.24221 0.68558
H 1.33965 3.72110 -1.02457
H 1.90273 2.11090 -0.53702
H -0.15431 2.53520 -2.67594
H -1.36500 1.37117 -2.13593
H 0.35048 0.95449 -2.05578
H -3.15941 -0.62294 1.41357
H -1.44907 -0.94944 1.73118
H -2.04931 -0.93191 0.07111
*
```

The gap between HOMO and LUMO comes out at 4.3 eV. The calculation puts the electronic energy at -42930.7856 eV.

Atom charges from the Mulliken analysis, given in e for atoms 1 to 4: -0.497 -0.114 -0.716 0.042


# C15H30F5NO2P2PtTe

A molecular structure, C15H30F5NO2P2PtTe in a non-equilibrium geometry (ωB97M-V/def2-TZVPD, OMol25).

Geometry as ORCA input:
```
! RIJCOSX wB97M-V def2-TZVPD def2/J DEFGRID3
* xyz 0 5
Pt -0.41657 0.08958 0.04652
P -0.70285 -1.53174 1.70147
P 0.43788 1.74444 -1.51632
N 0.54223 -1.27789 -0.83929
H -1.21208 0.30460 1.35366
C -2.05445 -2.57867 1.16236
H -2.20846 -3.28768 1.98411
H -1.76279 -3.09458 0.23777
H -2.95902 -1.98153 0.99204
C -0.95909 -1.05420 3.40230
H -1.27225 -1.95868 3.91036
H -1.72567 -0.28123 3.47457
H -0.01970 -0.69295 3.83346
C 0.70231 -2.64146 1.85344
H 0.50191 -3.28455 2.71651
H 1.63747 -2.09868 2.03440
H 0.82180 -3.27653 0.95969
C -0.44110 1.68079 -3.14484
H 0.03262 2.32920 -3.88952
H -1.48219 1.93057 -2.98530
H -0.39393 0.63002 -3.49784
C 0.66105 3.51751 -1.11517
H 0.99068 4.09069 -2.00026
H 1.40619 3.62503 -0.32198
H -0.29374 3.90441 -0.74972
C 2.15334 1.31059 -2.11655
H 2.53333 2.08954 -2.76672
H 2.12873 0.35896 -2.64217
H 2.78785 1.22314 -1.23560
C 1.55408 -1.91995 -1.31647
C 2.20766 -3.64100 -2.83055
C 1.22942 -2.86721 -2.31651
C 2.88013 -1.72099 -0.82497
C 3.89492 -2.53359 -1.39230
C 3.53037 -3.48486 -2.38317
H 1.93809 -4.38118 -3.59783
H 0.14142 -2.87219 -2.54528
H 3.01217 -0.98123 -0.06713
H 4.88661 -2.39765 -1.05864
H 4.33059 -4.10950 -2.80109
C -2.80949 1.76691 0.44195
O -1.91038 1.91744 -0.51339
C -3.88825 0.77875 0.34109
H -4.69424 1.27937 0.95193
H -3.63878 -0.17100 0.82827
H -4.21826 0.58413 -0.65867
C -2.61010 2.64043 1.61251
H -2.93610 3.65529 1.33204
H -1.56958 2.55526 1.94927
H -3.21120 2.15302 2.36615
F -0.15094 1.78983 2.99973
Te 1.74441 2.14486 2.62927
F 1.24951 3.88163 2.07543
F 1.70396 2.82196 4.40460
F 3.58713 2.54252 2.55001
F 2.09116 0.43799 3.42161
O 1.66495 1.35949 0.97134
*
```

The calculation puts the relative energy (zero: lowest compared OMol25 entry of this formula, charge and spin) at 0.000 eV. The gap between HOMO and LUMO (alpha / beta) comes out at 4.3 / 6.5 eV. The calculation puts the electronic energy at -64326.2803 eV.

Atom charges from the Mulliken analysis, given in e for atoms 1 to 4: 1.087 0.985 1.066 -0.405


# C15H30N6OsSSeSi

A molecular structure, C15H30N6OsSSeSi (ωB97M-V/def2-TZVPD, OMol25).

Geometry as ORCA input:
```
! RIJCOSX wB97M-V def2-TZVPD def2/J DEFGRID3
* xyz 2 1
Os -0.15201 0.48497 -0.97583
C -1.39643 5.08829 2.50436
C -2.43718 4.27515 1.75162
N -2.30589 2.83214 1.97212
C -1.43608 2.02364 1.36927
S -0.45024 2.65613 0.02357
N -1.32092 0.77415 1.73578
N -0.27364 0.20437 1.04452
C 0.73838 -0.24352 1.70340
C 0.77406 -0.33275 3.18870
C 1.91446 -0.47872 0.86508
C 3.12471 -0.95299 1.34389
C 4.21344 -1.01577 0.48947
C 4.06011 -0.60812 -0.82767
C 2.82710 -0.15093 -1.24451
N 1.77154 -0.07167 -0.42243
H -1.55072 6.15055 2.31823
H -0.38618 4.83162 2.18239
H -1.47067 4.91956 3.57856
H -2.37960 4.46280 0.67946
H -3.44267 4.54576 2.06929
H -2.75362 2.44008 2.78882
H -0.23535 -0.39126 3.58400
H 1.25375 0.55892 3.60077
H 1.34380 -1.20018 3.51796
H 3.21560 -1.25734 2.37629
H 5.16841 -1.37800 0.84526
H 4.88324 -0.64017 -1.52683
H 2.67069 0.16672 -2.26602
N 0.18851 1.31302 -2.96047
C -1.03393 2.00641 -3.47073
C -2.23292 1.17057 -3.08940
N -2.18669 0.95666 -1.61942
H 0.96888 1.96737 -2.97415
H 0.44314 0.56991 -3.60837
H -0.97451 2.14819 -4.54888
H -1.07919 2.98611 -2.99590
H -2.19476 0.19315 -3.57247
H -3.15978 1.65965 -3.38703
H -2.85211 0.23159 -1.36034
H -2.48539 1.80962 -1.14804
C 1.74195 -3.79182 -0.88004
Si -0.03245 -3.62345 -0.36709
C -1.13647 -4.90961 -1.10638
C -0.28784 -3.40178 1.46209
Se -0.89468 -1.68373 -1.48690
H 2.14451 -4.71512 -0.45363
H 2.36166 -2.96669 -0.52952
H 1.83523 -3.86454 -1.96461
H -0.82595 -5.89297 -0.74244
H -1.07773 -4.92818 -2.19559
H -2.17801 -4.76115 -0.81850
H -0.41713 -4.39617 1.89880
H -1.17992 -2.82291 1.70472
H 0.57752 -2.94759 1.94473
*
```

The gap between HOMO and LUMO (alpha / beta) comes out at 6.2 / 6.0 eV. The calculation puts the electronic energy at -111498.0371 eV.

Atom charges from the Mulliken analysis, given in e for atoms 1 to 4: 0.546 -0.946 -0.605 -0.157